The following is a quantum chemistry calculation of a molecular structure, C4H8FO2Yb in a non-equilibrium geometry, from the Open Molecules 2025 dataset.

## Properties
molecular weight	280.14	g/mol
F_max	3.04	eV/A
LUMO level (spin up / spin down)	-4.975 / -5.795	eV
energy	-1565.90072	a.u.
gap between HOMO and LUMO (spin up / spin down)	6.30 / 7.46	eV
multiplicity	3
charge	+1

Atoms and positions in Å:
O 1.637 0.156 -1.315
C 1.862 -0.715 -0.338
C 0.608 -1.316 0.265
O -0.251 -0.225 0.595
C -1.623 -0.172 0.078
C -1.842 1.211 -0.510
Yb 0.417 1.670 -0.595
H 2.797 -1.271 -0.171
H 0.832 -1.905 1.166
H 0.103 -1.977 -0.464
H -2.275 -0.422 0.930
H -1.722 -0.963 -0.680
H -2.408 1.866 0.169
H -2.354 1.163 -1.481
H 1.988 1.018 1.438
F 2.230 1.881 0.912